96
Properties=species:S:1:pos:R:3:forces:R:3:mulliken_spin:R:1 method="wB97M-V/def2-TZVPD" total_charge=+1 gap_ev="6.590 / 6.729" lumo_energy_ev="-2.6 / -3.6" spin_multiplicity=2 s2=0.758 de_lowest_kj_mol=0.0 energy_ha=-2740.663182
Sn 1.032787 0.039290 0.262380 0.0 0.0 0.0 0.42
N 3.938788 3.275540 2.013593 0.0 0.0 0.0 0.00
C 2.868678 2.611941 1.494331 0.0 0.0 0.0 0.01
S 3.268926 1.215856 0.520592 0.0 0.0 0.0 -0.01
N 1.698564 3.071127 1.798311 0.0 0.0 0.0 0.03
N 0.626027 2.343863 1.350191 0.0 0.0 0.0 0.02
C -0.487844 2.985909 1.295769 0.0 0.0 0.0 -0.02
C -0.609976 4.442092 1.555631 0.0 0.0 0.0 0.04
C 0.160742 5.364326 0.852310 0.0 0.0 0.0 0.00
C 0.009104 6.720272 1.089406 0.0 0.0 0.0 0.00
C -0.895636 7.164955 2.044994 0.0 0.0 0.0 0.00
C -1.661588 6.250757 2.752875 0.0 0.0 0.0 0.00
C -1.529130 4.893888 2.498344 0.0 0.0 0.0 0.00
C -1.732380 2.234371 0.992216 0.0 0.0 0.0 0.01
C -2.817390 2.879205 0.409128 0.0 0.0 0.0 -0.02
C -3.980183 2.158299 0.193830 0.0 0.0 0.0 0.00
C -4.023738 0.829746 0.575833 0.0 0.0 0.0 0.00
C -2.884866 0.265681 1.131833 0.0 0.0 0.0 0.02
N -1.760306 0.943099 1.338873 0.0 0.0 0.0 0.02
H 4.840890 3.115268 1.600952 0.0 0.0 0.0 0.00
H 3.755861 4.190365 2.395230 0.0 0.0 0.0 0.00
H 0.874384 5.015071 0.117742 0.0 0.0 0.0 0.00
H 0.600578 7.433451 0.530704 0.0 0.0 0.0 0.00
H -1.006417 8.224614 2.233197 0.0 0.0 0.0 0.00
H -2.369402 6.593565 3.495821 0.0 0.0 0.0 0.00
H -2.144131 4.180999 3.035440 0.0 0.0 0.0 0.00
H -2.747863 3.923403 0.138670 0.0 0.0 0.0 0.00
H -4.842645 2.633638 -0.255045 0.0 0.0 0.0 0.00
H -4.917117 0.235496 0.444097 0.0 0.0 0.0 0.00
H -2.877460 -0.772562 1.439920 0.0 0.0 0.0 0.00
C -3.832098 0.859338 -3.798370 0.0 0.0 0.0 0.00
C -2.348502 1.056756 -3.562156 0.0 0.0 0.0 0.00
N -2.007740 0.449613 -2.287790 0.0 0.0 0.0 -0.03
C -2.461117 -0.805401 -1.927209 0.1 0.1 0.0 0.00
N -1.775364 -1.445138 -1.045041 0.0 -0.1 0.1 0.04
C -2.275485 -2.722547 -0.563275 -0.1 0.0 0.0 0.00
C -3.773119 -2.903396 -0.757532 0.0 0.0 0.0 0.00
C -4.119600 -2.549643 -2.189597 0.0 0.0 0.0 0.00
N -3.654623 -1.202894 -2.480107 0.0 0.0 0.0 0.00
C -4.148341 -0.621066 -3.720995 0.0 0.0 0.0 0.00
H -4.120257 1.247108 -4.775327 0.0 0.0 0.0 0.00
H -4.396972 1.398558 -3.034874 0.0 0.0 0.0 0.00
H -2.098711 2.116852 -3.514192 0.0 0.0 0.0 0.00
H -1.778324 0.618419 -4.392049 0.0 0.0 0.0 0.00
H -1.075062 0.609069 -1.939422 0.0 0.0 0.0 0.04
H -2.014765 -2.821538 0.494387 0.0 0.0 0.0 0.00
H -1.754052 -3.539929 -1.075492 0.0 0.0 0.0 0.00
H -4.327600 -2.244502 -0.083967 0.0 0.0 0.0 0.00
H -4.071342 -3.928905 -0.536649 0.0 0.0 0.0 0.00
H -5.198738 -2.570555 -2.351840 0.0 0.0 0.0 0.00
H -3.670701 -3.274823 -2.881783 0.0 0.0 0.0 0.00
H -5.226649 -0.785844 -3.755315 0.0 0.0 0.0 0.00
H -3.715251 -1.142049 -4.586392 0.0 0.0 0.0 0.00
O 1.060020 -0.702769 2.292197 0.0 0.0 0.0 0.02
N 1.355701 0.130654 3.297105 0.0 0.0 0.0 0.00
C 2.637558 0.254431 3.676945 0.0 0.0 0.0 0.00
C 2.965654 1.105735 4.708091 0.0 0.0 0.0 0.00
C 1.963830 1.821720 5.344372 0.0 0.0 0.0 0.00
C 0.648984 1.656076 4.937952 0.0 0.0 0.0 0.00
C 0.360816 0.797219 3.901423 0.0 0.0 0.0 0.00
H 3.341521 -0.339273 3.116435 0.0 0.0 0.0 0.00
H 4.001706 1.201599 4.996416 0.0 0.0 0.0 0.00
H 2.204918 2.498471 6.152140 0.0 0.0 0.0 0.00
H -0.159474 2.193293 5.411724 0.0 0.0 0.0 0.00
H -0.616950 0.617602 3.478870 0.0 0.0 0.0 0.00
C 4.296261 -1.570242 -0.804434 0.0 0.0 0.0 0.05
Si 2.504115 -2.127222 -0.785225 0.0 0.0 0.0 0.09
C 1.911780 -2.282846 -2.590818 0.0 0.0 0.0 0.05
C 1.667014 -0.875173 -3.151499 0.0 0.0 0.0 0.02
C 0.622692 -3.094438 -2.737221 0.0 0.0 0.0 0.03
C 3.029439 -2.945153 -3.414727 0.0 0.0 0.0 0.02
C 2.334859 -3.637991 0.358449 0.0 0.0 0.0 0.09
C 0.883142 -3.899940 0.760241 0.0 0.0 0.0 0.01
C 3.163398 -3.395508 1.627101 0.0 0.0 0.0 0.03
C 2.898437 -4.872500 -0.363158 0.0 0.0 0.0 0.01
H 4.903853 -2.417805 -1.137796 0.0 0.0 0.0 0.02
H 4.654224 -1.265906 0.177345 0.0 0.0 0.0 -0.01
H 4.467051 -0.745899 -1.497890 0.0 0.0 0.0 0.00
H 0.781623 -0.420248 -2.698362 0.0 0.0 0.0 0.00
H 1.487786 -0.933021 -4.229861 0.0 0.0 0.0 0.00
H 2.518847 -0.206601 -2.996673 0.0 0.0 0.0 0.00
H -0.195726 -2.634163 -2.180593 0.1 0.0 -0.1 -0.01
H 0.742854 -4.126194 -2.402355 0.0 0.0 0.0 0.00
H 0.335062 -3.128722 -3.793936 0.0 0.0 0.0 0.00
H 3.943738 -2.350282 -3.421909 0.0 0.0 0.0 0.00
H 2.694981 -3.046255 -4.451895 0.0 0.0 0.0 0.00
H 3.276657 -3.944452 -3.052065 0.0 0.0 0.0 0.00
H 0.463679 -3.056663 1.314809 0.0 0.0 0.0 0.00
H 0.833255 -4.779885 1.409934 0.0 0.0 0.0 0.00
H 0.248608 -4.089948 -0.104596 0.0 0.0 0.0 0.00
H 2.810579 -2.516309 2.168785 0.0 0.0 0.0 -0.01
H 4.225307 -3.272734 1.407200 0.0 0.0 0.0 0.00
H 3.063319 -4.258155 2.293212 0.0 0.0 0.0 0.00
H 2.305305 -5.148195 -1.236284 0.0 0.0 0.0 0.00
H 2.888068 -5.725540 0.322794 0.0 0.0 0.0 0.00
H 3.932669 -4.727772 -0.684427 0.0 0.0 0.0 0.00

12
Properties=species:S:1:pos:R:3:forces:R:3:mulliken_charge:R:1 method="wB97M-V/def2-TZVPD" gap_ev=9.727 lumo_energy_ev=0.1 de_lowest_kj_mol=38.1 energy_ha=-3716.567744
Cl -0.004863 2.581907 -1.363619 -0.1 -0.3 0.8 -0.13
C -0.544482 1.417511 -0.199913 -0.9 -0.9 0.0 0.31
N -0.321521 0.147235 -0.370444 1.7 1.4 -1.5 -0.36
C -0.901027 -0.651868 0.516360 -2.0 0.9 1.8 -0.26
C -1.691487 -0.017585 1.416959 -2.5 1.7 0.4 -0.25
S -1.661547 1.758163 1.110748 0.9 -1.7 -0.6 -0.09
H -0.875158 -1.702222 0.543588 0.5 -1.1 -0.6 0.45
H -2.646291 -0.345332 1.945121 2.0 0.1 -0.3 0.33
O 2.752369 0.159682 -1.632983 -2.1 -1.4 1.2 -0.36
C 2.054567 -0.666154 -1.095899 2.0 -0.5 -2.2 0.21
Br 2.333265 -1.149575 0.764992 0.0 0.1 0.2 -0.15
H 1.506172 -1.531759 -1.634910 0.3 1.7 0.8 0.30

Copy entry 2 word for word.
12
Properties=species:S:1:pos:R:3:forces:R:3:mulliken_charge:R:1 method="wB97M-V/def2-TZVPD" gap_ev=9.727 lumo_energy_ev=0.1 de_lowest_kj_mol=38.1 energy_ha=-3716.567744
Cl -0.004863 2.581907 -1.363619 -0.1 -0.3 0.8 -0.13
C -0.544482 1.417511 -0.199913 -0.9 -0.9 0.0 0.31
N -0.321521 0.147235 -0.370444 1.7 1.4 -1.5 -0.36
C -0.901027 -0.651868 0.516360 -2.0 0.9 1.8 -0.26
C -1.691487 -0.017585 1.416959 -2.5 1.7 0.4 -0.25
S -1.661547 1.758163 1.110748 0.9 -1.7 -0.6 -0.09
H -0.875158 -1.702222 0.543588 0.5 -1.1 -0.6 0.45
H -2.646291 -0.345332 1.945121 2.0 0.1 -0.3 0.33
O 2.752369 0.159682 -1.632983 -2.1 -1.4 1.2 -0.36
C 2.054567 -0.666154 -1.095899 2.0 -0.5 -2.2 0.21
Br 2.333265 -1.149575 0.764992 0.0 0.1 0.2 -0.15
H 1.506172 -1.531759 -1.634910 0.3 1.7 0.8 0.30